1.
C4H8NOS | the ωB97M-V functional and the def2-TZVPD basis

Last column: Mulliken charge in e.
Atoms and positions in Å:
S (-3.11, -0.12, 0.11)  -0.64
O (0.16, 2.49, 0.49)  -0.54
N (0.97, -0.16, -0.51)  -0.39
C (-0.43, 0.22, 0.02)  0.47
C (1.83, -0.82, 0.48)  -0.80
C (-0.62, 1.69, 0.00)  -0.12
C (-1.53, -0.65, -0.60)  -0.99
H (2.77, -0.33, 0.74)  0.32
H (-1.61, -0.61, -1.72)  0.27
H (-1.27, -1.69, -0.40)  0.27
H (-0.47, -0.10, 1.08)  0.08
H (-1.63, 2.05, -0.33)  0.29
H (2.12, -1.78, 0.06)  0.25
H (1.41, -0.85, 1.50)  0.28
H (1.39, 0.65, -0.92)  0.26

Its total charge is -1. The SMILES is CN[C@@H](C=O)C[S-]. The lowest unoccupied orbital energy comes out at 0.13828 Eh. The highest occupied orbital energy is -2.64 eV. The calculation puts the HOMO-LUMO gap at 6.405 eV.



2.
C4H8NOS | the ωB97M-V functional and the def2-TZVPD basis

Last column: Mulliken charge in e.
Atoms and positions in Å:
S (-0.79, -2.03, -0.92)  -0.01
O (-2.18, 0.35, -0.34)  -0.48
N (0.08, 0.58, -0.82)  -0.22
C (1.41, 0.74, 1.34)  -1.16
C (-1.19, -0.16, -1.17)  -0.07
C (0.86, -0.05, 0.26)  0.24
C (0.47, -1.71, 0.28)  -0.40
H (2.11, 1.60, 1.10)  0.33
H (0.57, 1.12, 1.88)  0.39
H (-1.49, 0.05, -2.26)  0.38
H (0.71, -2.51, 0.94)  0.46
H (0.50, 0.61, -1.78)  0.40
H (-2.84, -0.31, -0.13)  0.39
H (1.97, 0.15, 2.05)  0.36
H (-0.19, 1.57, -0.44)  0.40

Its total charge is +1. The lowest unoccupied orbital energy (spin up / spin down) comes out at -0.12558 / -0.21045 Eh. The highest occupied orbital energy (spin up / spin down) is -11.36 / -14.91 eV. The expectation value of S² is 2.008. The multiplicity is 3. The calculation puts the HOMO-LUMO gap (spin up / spin down) at 7.942 / 9.179 eV.



3.
C4H8NS | the ωB97M-V functional and the def2-TZVPD basis

Last column: Mulliken charge in e.
Atoms and positions in Å:
S (0.50, -2.16, 2.43)  -0.11
N (0.10, 0.48, -0.39)  0.07
C (-1.27, 0.96, 0.02)  -0.76
C (1.03, -0.08, 0.64)  -0.37
C (0.16, 0.23, -1.60)  -0.10
C (0.46, -1.44, 1.01)  -0.13
H (-0.44, 0.67, -2.32)  0.27
H (1.05, 0.65, 1.46)  0.33
H (0.04, -1.94, 0.03)  0.21
H (1.08, -0.17, -1.88)  0.28
H (-1.58, 1.66, -0.76)  0.29
H (-1.82, 0.02, 0.00)  0.41
H (-1.39, 1.29, 1.09)  0.30
H (2.07, -0.17, 0.26)  0.31

Its total charge is +1. The SMILES is C=[N+](C)CC=S. The lowest unoccupied orbital energy comes out at -0.19574 Eh. The highest occupied orbital energy is -13.07 eV. The calculation puts the HOMO-LUMO gap at 7.741 eV.



4.
C4H8NS | the ωB97M-V functional and the def2-TZVPD basis

Last column: Mulliken charge in e.
Atoms and positions in Å:
S (1.07, 1.71, 0.56)  0.02
N (-0.70, 0.17, 1.28)  -0.22
C (-0.40, 1.62, 1.69)  -0.58
C (0.72, -0.03, 0.61)  0.10
C (0.69, -0.91, -0.77)  -0.18
C (1.72, -1.23, -1.53)  -0.65
H (1.68, -1.87, -2.40)  0.29
H (-0.32, -1.35, -1.01)  0.20
H (2.82, -0.87, -1.36)  0.20
H (-0.19, 1.65, 2.69)  0.35
H (-1.38, 0.26, 0.62)  0.33
H (1.47, -0.55, 1.29)  0.36
H (-1.07, -0.49, 2.06)  0.37
H (-1.16, 2.24, 1.47)  0.43

Its total charge is +1. The SMILES is C=C[C@@H]1[NH2+]CS1. The lowest unoccupied orbital energy comes out at -0.14089 Eh. The highest occupied orbital energy is -13.84 eV. The calculation puts the HOMO-LUMO gap at 10.005 eV.



5.
C4H8NS2 | the ωB97M-V functional and the def2-TZVPD basis

Last column: Mulliken charge in e.
Atoms and positions in Å:
S (1.44, -1.73, -0.13)  -0.01
S (2.76, 0.94, -0.15)  -0.02
N (-0.56, 0.34, -1.57)  -0.40
C (-0.91, -0.19, 0.78)  -0.64
C (-1.30, -0.27, -0.51)  -0.10
C (0.45, 0.35, 1.24)  -0.74
C (1.52, -0.05, 0.27)  0.57
H (-0.07, 1.19, -1.38)  0.21
H (0.50, -0.10, 2.28)  0.32
H (3.12, 0.34, -1.28)  0.22
H (-0.85, 0.42, -2.52)  0.22
H (-2.18, -0.86, -0.68)  0.40
H (-1.48, -0.71, 1.58)  0.36
H (0.40, 1.37, 1.38)  0.38
H (0.44, -2.13, 0.62)  0.24

Its total charge is +1. The lowest unoccupied orbital energy comes out at -0.21729 Eh. The highest occupied orbital energy is -12.68 eV. The calculation puts the HOMO-LUMO gap at 6.765 eV.



6.
C4H8NS2 | the ωB97M-V functional and the def2-TZVPD basis

Last column: Mulliken charge in e.
Atoms and positions in Å:
S (-1.85, 0.08, -1.67)  0.07
S (0.65, 1.25, -3.04)  -0.04
N (0.75, -0.38, 0.14)  -0.23
C (-0.56, -0.61, 0.59)  -0.40
C (-1.42, -1.26, -0.42)  -0.74
C (-0.34, 0.31, -2.14)  0.36
C (1.47, 0.66, 0.60)  -0.66
H (-0.49, -1.21, 1.58)  0.39
H (0.99, 1.34, 1.34)  0.33
H (-1.05, 0.36, 0.82)  0.37
H (-0.80, -1.94, -0.88)  0.35
H (-2.35, -1.73, -0.18)  0.47
H (-0.22, 1.40, -4.06)  0.23
H (2.45, 0.16, 1.06)  0.29
H (1.83, 1.33, -0.26)  0.21

Its total charge is +1. The lowest unoccupied orbital energy (spin up / spin down) comes out at -0.20818 / -0.24336 Eh. The highest occupied orbital energy (spin up / spin down) is -12.72 / -13.60 eV. The expectation value of S² is 2.014. The multiplicity is 3. The calculation puts the HOMO-LUMO gap (spin up / spin down) at 7.051 / 6.980 eV.



7.
C4H8O | the ωB97M-V functional and the def2-TZVPD basis

Last column: Mulliken charge in e.
Atoms and positions in Å:
O (0.35, 1.42, -0.05)  -0.58
C (-0.56, -0.74, -0.21)  -0.26
C (0.44, 0.21, -0.01)  0.60
C (1.77, -0.52, 0.12)  -1.16
C (-1.92, -0.10, 0.16)  -1.11
H (-2.01, 0.90, -0.35)  0.26
H (1.67, -1.09, 1.02)  0.35
H (-0.40, -0.70, -1.35)  0.20
H (2.69, 0.11, 0.29)  0.31
H (-2.12, -0.14, 1.27)  0.28
H (-2.74, -0.61, -0.23)  0.41
H (-0.36, -1.76, 0.13)  0.39
H (1.99, -1.09, -0.78)  0.31

Its total charge is 0. The SMILES is CCC(C)=O. The lowest unoccupied orbital energy comes out at 0.03111 Eh. The highest occupied orbital energy is -9.51 eV. The calculation puts the HOMO-LUMO gap at 10.359 eV.



8.
C4H8O | the ωB97M-V functional and the def2-TZVPD basis

Last column: Mulliken charge in e.
Atoms and positions in Å:
O (-1.63, 0.06, 0.59)  -0.38
C (0.33, -0.24, -0.16)  0.37
C (-1.12, -0.50, -0.58)  -0.38
C (-0.34, -0.08, 1.22)  -0.49
C (1.10, 1.00, -0.63)  -1.44
H (-0.32, -0.99, 1.84)  0.26
H (-0.09, 0.80, 1.83)  0.29
H (1.35, 0.92, -1.69)  0.34
H (-1.70, -1.08, -1.29)  0.36
H (2.04, 1.09, -0.07)  0.36
H (-1.24, -1.88, -0.51)  0.04
H (0.54, 1.92, -0.48)  0.33
H (0.94, -1.13, -0.29)  0.34

Its total charge is 0. The lowest unoccupied orbital energy comes out at 0.03622 Eh. The highest occupied orbital energy is -8.63 eV. The calculation puts the HOMO-LUMO gap at 9.619 eV.



9.
C4H8O | the ωB97M-V functional and the def2-TZVPD basis

Last column: Mulliken charge in e.
Atoms and positions in Å:
O (1.96, 1.11, -0.65)  -0.68
C (-0.12, -0.63, 0.96)  -0.44
C (-0.64, -0.11, -0.99)  -0.61
C (-1.31, 0.17, 0.34)  -0.37
C (0.36, -0.82, -0.45)  -0.29
H (-1.42, 1.20, 0.67)  0.25
H (-0.40, -1.57, 1.44)  0.24
H (0.52, -0.06, 1.65)  0.22
H (1.01, 1.09, -0.85)  0.39
H (-2.27, -0.35, 0.45)  0.25
H (1.21, -1.37, -0.85)  0.29
H (-0.93, 0.10, -2.02)  0.43
H (2.01, 1.23, 0.30)  0.31

Its total charge is 0. The SMILES is C1=CCC1.O. The lowest unoccupied orbital energy comes out at 0.03743 Eh. The highest occupied orbital energy is -9.38 eV. The calculation puts the HOMO-LUMO gap at 10.395 eV.



10.
C4H8O | the ωB97M-V functional and the def2-TZVPD basis

Last column: Mulliken charge in e.
Atoms and positions in Å:
O (1.79, -1.30, -0.22)  -0.43
C (1.00, -0.52, -0.02)  0.38
C (-1.48, 0.00, -0.36)  -1.00
C (-0.48, -0.78, 0.39)  -0.34
C (1.41, 1.06, 0.07)  -0.91
H (2.64, 0.91, 0.07)  0.30
H (-2.47, -0.40, -0.03)  0.31
H (0.93, 1.46, -1.13)  0.20
H (-0.58, -1.86, 0.05)  0.29
H (-1.62, 1.05, -0.05)  0.32
H (-1.18, -0.56, -1.40)  0.28
H (-0.81, -0.60, 1.78)  0.27
H (0.86, 1.53, 0.85)  0.35

Its total charge is 0. The lowest unoccupied orbital energy comes out at 0.02584 Eh. The highest occupied orbital energy is -9.24 eV. The calculation puts the HOMO-LUMO gap at 9.945 eV.



11.
C4H8O | the ωB97M-V functional and the def2-TZVPD basis

Last column: Mulliken charge in e.
Atoms and positions in Å:
O (0.90, -0.78, 0.21)  -0.36
C (-1.44, -0.79, -0.65)  -0.52
C (-0.10, -0.15, -0.52)  0.07
C (-1.28, 0.49, 0.18)  -0.61
C (1.83, 0.17, 0.69)  -0.68
H (1.37, 0.87, 1.39)  0.28
H (2.26, 0.75, -0.14)  0.30
H (-1.71, -0.61, -1.77)  0.21
H (-1.68, 1.40, -0.26)  0.21
H (-1.34, 0.48, 1.28)  0.26
H (0.22, 0.30, -1.50)  0.32
H (-1.66, -1.73, -0.08)  0.27
H (2.63, -0.39, 1.19)  0.23

Its total charge is 0. The SMILES is COC1CC1. The lowest unoccupied orbital energy comes out at 0.04415 Eh. The highest occupied orbital energy is -9.58 eV. The calculation puts the HOMO-LUMO gap at 10.781 eV.



12.
C4H8O | the ωB97M-V functional and the def2-TZVPD basis

Last column: Mulliken charge in e.
Atoms and positions in Å:
O (0.41, 0.93, 0.14)  -0.38
C (-0.24, -1.49, 0.09)  -0.73
C (0.19, 1.29, 1.48)  -0.71
C (0.02, -0.71, -1.57)  -0.67
C (-0.47, -0.08, -0.28)  0.17
H (-0.73, -0.78, -2.36)  0.30
H (0.13, -1.84, -1.29)  0.26
H (-1.51, 0.28, -0.30)  0.40
H (-0.85, 1.63, 1.64)  0.29
H (0.81, -1.51, 0.44)  0.22
H (0.39, 0.45, 2.17)  0.29
H (0.87, 2.11, 1.72)  0.25
H (0.98, -0.31, -1.88)  0.30

Its total charge is 0. The lowest unoccupied orbital energy comes out at 0.04059 Eh. The highest occupied orbital energy is -8.55 eV. The calculation puts the HOMO-LUMO gap at 9.657 eV.



13.
C4H8O | the ωB97M-V functional and the def2-TZVPD basis

Last column: Mulliken charge in e.
Atoms and positions in Å:
O (1.49, -1.05, -0.32)  -0.42
C (2.00, 0.29, -0.01)  -0.47
C (0.67, -0.14, 0.40)  0.11
C (-1.75, -0.46, -0.01)  -1.11
C (-0.57, 0.49, -0.20)  -0.36
H (-0.47, 0.62, -1.31)  0.28
H (-1.45, -1.50, -0.27)  0.32
H (2.20, 0.85, -0.86)  0.23
H (-2.22, -0.37, 1.01)  0.29
H (-2.65, -0.15, -0.67)  0.30
H (2.92, 0.32, 0.60)  0.23
H (0.58, -0.42, 1.44)  0.33
H (-0.75, 1.53, 0.20)  0.28

Its total charge is 0. The SMILES is CC[C@@H]1CO1. The lowest unoccupied orbital energy comes out at 0.04409 Eh. The highest occupied orbital energy is -10.23 eV. The calculation puts the HOMO-LUMO gap at 11.430 eV.



14.
C4H8O | the ωB97M-V functional and the def2-TZVPD basis

Last column: Mulliken charge in e.
Atoms and positions in Å:
O (-1.56, 1.05, 2.10)  -0.46
C (-0.37, -0.51, -0.37)  -0.24
C (1.08, -0.76, -0.58)  -0.99
C (-0.46, 0.70, 1.74)  -0.13
C (-0.71, 0.51, -1.15)  -0.62
H (-0.12, 1.40, -1.29)  0.29
H (0.29, 1.40, 1.34)  0.27
H (-1.03, -1.36, -0.22)  0.39
H (1.68, -0.51, 0.26)  0.31
H (-1.59, 0.38, -1.69)  0.26
H (-0.06, -0.27, 2.07)  0.27
H (1.30, -1.79, -0.79)  0.33
H (1.53, -0.23, -1.42)  0.32

Its total charge is 0. The SMILES is C=CC.C=O. The lowest unoccupied orbital energy comes out at 0.01802 Eh. The highest occupied orbital energy is -9.29 eV. The calculation puts the HOMO-LUMO gap at 9.785 eV.



15.
C4H8O | the ωB97M-V functional and the def2-TZVPD basis

Last column: Mulliken charge in e.
Atoms and positions in Å:
O (-1.38, -0.72, -0.31)  -0.36
C (0.97, -0.41, -0.48)  -0.01
C (-1.74, 0.61, -0.09)  -0.66
C (-0.18, -0.98, 0.30)  -0.46
C (2.00, 0.30, 0.00)  -0.64
H (-0.17, -0.36, 1.27)  0.28
H (2.12, 0.67, 1.05)  0.23
H (-2.77, 0.84, -0.35)  0.29
H (2.91, 0.54, -0.63)  0.23
H (-1.21, 1.42, -0.69)  0.26
H (-1.51, 0.90, 0.96)  0.27
H (-0.02, -2.01, 0.47)  0.30
H (0.98, -0.79, -1.50)  0.29

Its total charge is 0. The SMILES is C=CCOC. The lowest unoccupied orbital energy comes out at 0.04256 Eh. The highest occupied orbital energy is -9.86 eV. The calculation puts the HOMO-LUMO gap at 11.022 eV.



16.
C4H8O | the ωB97M-V functional and the def2-TZVPD basis

Last column: Mulliken charge in e.
Atoms and positions in Å:
O (0.82, 0.93, 0.75)  -0.36
C (-1.69, -0.26, -1.11)  -0.61
C (0.55, -0.40, 1.40)  -0.24
C (-0.87, 0.77, -1.14)  -0.38
C (1.71, -0.13, 0.58)  -0.25
H (-1.10, 1.68, -0.60)  0.19
H (2.66, -0.03, 1.06)  0.25
H (1.72, -0.56, -0.42)  0.20
H (-1.51, -1.14, -1.72)  0.26
H (0.55, -0.31, 2.48)  0.24
H (-2.61, -0.24, -0.53)  0.26
H (-0.24, -1.09, 1.04)  0.18
H (0.00, 0.79, -1.79)  0.26

Its total charge is 0. The SMILES is C1CO1.C=C. The lowest unoccupied orbital energy comes out at 0.04349 Eh. The highest occupied orbital energy is -9.59 eV. The calculation puts the HOMO-LUMO gap at 10.777 eV.



17.
C4H8O | the ωB97M-V functional and the def2-TZVPD basis

Last column: Mulliken charge in e.
Atoms and positions in Å:
O (-2.41, -0.45, -0.44)  -0.55
C (-0.47, 0.42, 0.58)  -0.45
C (0.93, -1.49, -0.24)  -1.05
C (-1.56, -0.57, 0.44)  0.01
C (-0.45, 1.47, -0.45)  -1.13
H (0.95, -1.61, -1.27)  0.30
H (0.02, 0.37, 1.43)  0.69
H (-1.02, 2.40, -0.20)  0.35
H (-1.66, -1.33, 1.26)  0.35
H (-0.95, 1.23, -1.31)  0.37
H (0.49, -2.13, 0.39)  0.47
H (1.74, -0.97, 0.13)  0.34
H (0.53, 2.01, -0.41)  0.31

Its total charge is 0. The lowest unoccupied orbital energy (spin up / spin down) comes out at -0.01816 / -0.00257 Eh. The highest occupied orbital energy (spin up / spin down) is -8.83 / -8.60 eV. The calculation puts the HOMO-LUMO gap (spin up / spin down) at 8.341 / 8.529 eV.



Total energy (computed, Ha): -685.38955 -684.96697 -609.81150 -609.80054 -1008.01083 -1007.87960 -232.40957 -232.29925 -232.37054 -232.30018 -232.37675 -232.28201 -232.38520 -232.33134 -232.37717 -232.34271 -232.28827
Max |F| (computed, eV/A): 2.797 4.001 2.981 4.011 3.805 3.974 5.178 3.647 0.813 10.098 2.496 0.314 2.384 2.733 3.704 1.757 6.303